This record from the Open Molecules 2025 dataset describes a structure of composition C20H18MnN4S2. The level of theory is the ωB97M-V functional and the def2-TZVPD basis.

2S+1: 6
HOMO level (alpha / beta), Eh: -0.26650 / -0.27760
Gap between HOMO and LUMO (alpha / beta), eV: 6.72 / 6.89
Total energy, Ha: -2939.32777

Element x y z (Å)
N: -1.9786 -0.0311 1.9167
H: -0.9737 4.8678 -1.3382
H: -1.9864 -5.2035 2.5506
Mn: -0.4170 -0.2022 0.2492
C: 2.0314 -0.7013 -0.6259
C: 0.3880 1.3093 -4.0796
C: -0.3710 0.3242 -3.4798
C: 1.6638 -0.3142 0.6685
C: -2.6279 3.5003 1.2786
C: -1.5754 -4.8019 3.4743
N: -1.2537 1.8877 0.1554
H: 3.3808 -1.7532 -1.9488
H: -1.8091 -5.4790 4.2952
C: -1.7777 -2.1395 2.6242
H: -1.3459 0.0723 -3.8822
H: 4.8806 -2.4442 -0.0912
H: 2.2644 2.3599 -4.0276
H: -1.6426 -1.4243 -2.2157
C: 1.3505 -0.0874 -1.8210
C: 0.0951 -0.3794 -2.3666
C: 4.0006 -1.8462 0.1074
S: -0.8047 -2.6944 1.3641
N: -0.7678 -1.3172 -1.7166
H: -2.5989 5.4776 0.4686
H: 3.0769 1.1297 -2.0509
C: -2.2203 4.4681 0.3816
H: -0.3286 -2.2140 -1.5223
H: -0.4954 -4.7167 3.3786
H: -0.1560 2.5186 -1.4596
H: -3.3195 3.7321 2.0751
C: -0.8625 2.8322 -0.6990
C: 3.7051 -1.4347 1.4066
H: 0.0020 1.8331 -4.9430
C: -2.4847 1.1451 2.0757
N: -2.3079 -0.9522 2.8337
S: -2.3259 -3.2276 3.9151
H: 2.3434 -0.4429 2.7044
H: -3.1469 1.3817 2.9008
C: -2.1212 2.2039 1.1424
C: 2.5570 -0.7046 1.6731
C: 1.6453 1.6015 -3.5701
H: 4.3722 -1.7057 2.2148
C: -1.3202 4.1351 -0.6241
C: 2.1021 0.9072 -2.4657
C: 3.1604 -1.4696 -0.9267

Cartesian forces (eV/Å) of the 6 atoms listed first:
N 0.0 0.6 -0.1
H 0.0 0.0 0.0
H 0.0 0.1 0.0
Mn -0.5 -0.3 1.5
C 0.2 -0.1 -0.7
C 0.0 0.0 0.0

Atom charges from the natural (NBO) analysis, given in e for atoms 1 to 5: atom 1 (N): -0.31, atom 2 (H): 0.23, atom 3 (H): 0.23, atom 4 (Mn): 1.37, atom 5 (C): -0.06